[1]
{
  "formula": "C21H58NO11",
  "method": "ωB97M-V with the def2-TZVPD basis set",
  "elements": ["C", "C", "C", "C", "C", "C", "C", "C", "C", "O", "C", "N", "C", "H", "H", "H", "H", "H", "H", "H", "H", "H", "H", "H", "H", "H", "H", "H", "H", "H", "H", "C", "O", "H", "H", "H", "H", "C", "O", "H", "H", "H", "H", "C", "O", "H", "H", "H", "H", "C", "O", "H", "H", "H", "H", "C", "O", "H", "H", "H", "H", "C", "O", "H", "H", "H", "H", "C", "O", "H", "H", "H", "H", "C", "O", "H", "H", "H", "H", "C", "O", "H", "H", "H", "H", "C", "O", "H", "H", "H", "H"],
  "positions_angstrom": [[1.859, -8.191, -1.216], [2.035, -6.706, -1.084], [3.150, -6.045, -1.595], [3.282, -4.675, -1.477], [2.337, -3.862, -0.840], [2.649, -2.370, -0.726], [3.077, -1.827, -2.103], [1.537, -1.461, -0.193], [1.247, -4.554, -0.322], [0.253, -3.876, 0.426], [-0.990, -3.810, -0.149], [-1.975, -4.093, 0.972], [1.091, -5.925, -0.431], [1.101, -8.413, -1.968], [1.527, -8.639, -0.280], [2.783, -8.676, -1.520], [3.921, -6.628, -2.080], [4.184, -4.232, -1.874], [3.513, -2.273, -0.065], [3.330, -0.773, -1.982], [3.958, -2.311, -2.511], [2.245, -1.865, -2.807], [1.586, -1.414, 0.893], [1.729, -0.445, -0.538], [0.540, -1.747, -0.509], [-1.224, -2.815, -0.536], [-1.151, -4.539, -0.943], [-1.532, -4.634, 1.716], [-2.784, -4.595, 0.605], [-2.352, -3.222, 1.370], [0.230, -6.402, 0.026], [2.363, 0.979, 2.434], [3.163, -0.204, 2.387], [1.323, 0.672, 2.526], [2.625, 1.596, 3.296], [2.479, 1.573, 1.525], [4.081, 0.066, 2.305], [2.120, 3.255, -1.426], [2.105, 3.629, -0.045], [2.733, 2.361, -1.507], [1.115, 3.033, -1.794], [2.558, 4.041, -2.042], [1.578, 4.432, 0.033], [6.072, -4.183, 1.823], [5.939, -4.821, 0.553], [7.111, -4.254, 2.126], [5.800, -3.125, 1.762], [5.451, -4.672, 2.578], [5.019, -4.751, 0.289], [7.010, -1.072, 3.966], [7.808, -2.248, 3.957], [5.978, -1.385, 4.107], [7.287, -0.403, 4.785], [7.089, -0.527, 3.020], [8.724, -1.984, 3.835], [-1.264, 1.856, 0.138], [-0.606, 2.766, 1.006], [-2.256, 1.668, 0.544], [-1.362, 2.283, -0.864], [-0.715, 0.908, 0.076], [0.269, 2.944, 0.640], [-3.240, 4.016, -3.118], [-2.659, 2.809, -3.616], [-2.446, 4.644, -2.723], [-3.753, 4.558, -3.915], [-3.949, 3.795, -2.318], [-3.370, 2.266, -3.964], [-3.153, -3.196, 4.306], [-3.560, -2.422, 3.170], [-2.106, -3.461, 4.163], [-3.235, -2.618, 5.225], [-3.745, -4.109, 4.401], [-4.481, -2.180, 3.306], [-4.568, 5.502, -0.029], [-4.672, 6.386, -1.137], [-3.519, 5.250, 0.108], [-4.941, 5.960, 0.891], [-5.134, 4.583, -0.222], [-5.611, 6.580, -1.256], [-7.474, 4.837, -3.292], [-7.445, 5.646, -2.119], [-7.166, 5.465, -4.123], [-6.782, 3.994, -3.211], [-8.480, 4.459, -3.486], [-7.722, 5.101, -1.378], [-4.760, 10.076, -1.140], [-5.617, 9.375, -0.248], [-4.833, 11.132, -0.893], [-3.720, 9.757, -1.028], [-5.063, 9.937, -2.181], [-5.551, 8.441, -0.465]],
  "forces_ev_per_angstrom": [[-0.1100, 0.0075, -0.0383], [0.0149, 0.1732, 0.0944], [-0.2083, -0.2206, 0.0262], [0.1212, -0.1457, 0.0280], [0.0891, 0.0066, 0.2282], [-0.2549, 0.0177, -0.6913], [0.0107, 0.3559, 0.3099], [0.4116, 0.0794, 0.4841], [0.0117, 0.1686, 0.0327], [0.0573, -0.0243, 0.0136], [0.2024, 0.0082, -0.0563], [-0.6037, 0.5009, -0.3976], [0.1124, -0.1898, -0.1363], [0.0071, -0.0438, -0.0385], [0.0233, 0.0015, 0.0420], [0.0438, -0.0003, 0.0015], [0.0737, 0.0762, -0.0339], [-0.0080, 0.1055, -0.0111], [-0.0226, -0.0166, 0.1276], [0.0598, 0.0145, -0.0269], [-0.0851, -0.1251, -0.1500], [0.0517, -0.1856, -0.1175], [-0.2692, -0.1185, 0.0309], [-0.0742, 0.0408, -0.0310], [0.0073, 0.0811, -0.1975], [-0.0531, 0.0530, 0.1166], [0.0669, -0.1637, 0.0967], [0.1225, -0.0317, -0.0510], [-0.0030, -0.1609, 0.1609], [0.0673, -0.0579, 0.3775], [-0.0347, 0.0075, 0.0324], [0.2035, -0.0149, -0.0524], [-0.0588, -0.0154, -0.0165], [-0.0076, -0.0196, -0.0005], [-0.0700, 0.0262, 0.0120], [-0.0716, 0.0467, 0.0195], [0.0216, -0.0219, 0.0269], [-0.0109, 0.0813, 0.0585], [-0.3348, -0.0968, -0.1087], [0.0145, -0.0052, 0.0097], [0.0103, -0.0183, -0.0190], [0.0249, -0.0244, -0.0185], [0.1855, 0.1315, 0.0304], [-0.0956, -0.0610, -0.1598], [0.0446, 0.0872, 0.0912], [0.0202, 0.0037, -0.0132], [0.0311, 0.0183, 0.0699], [0.0282, 0.0355, 0.0526], [-0.0737, -0.0855, -0.0319], [0.1053, -0.0768, -0.0089], [-0.0805, 0.1021, -0.0336], [-0.0126, -0.0101, 0.0130], [-0.0376, 0.0219, 0.0007], [-0.0255, 0.0218, 0.0031], [0.0320, -0.0583, 0.0220], [0.2942, 0.2591, 0.0061], [-0.1453, -0.0919, 0.0072], [-0.0164, 0.0108, 0.0075], [-0.1260, -0.1686, -0.0615], [-0.0767, -0.0418, -0.0581], [0.1669, -0.0721, 0.1014], [-0.1930, -0.2763, -0.1224], [0.1284, 0.0858, 0.1360], [0.0553, -0.0428, -0.0101], [-0.0002, 0.1014, 0.0621], [-0.0066, 0.1522, 0.0419], [0.0188, -0.0077, -0.0627], [-0.0569, 0.0578, 0.0008], [0.1789, -0.3726, -0.1428], [0.0229, 0.0370, 0.0192], [0.0367, -0.0033, 0.0080], [0.0135, -0.0026, 0.0074], [0.0023, 0.1237, -0.1125], [-0.1809, 0.0656, -0.1164], [-0.0013, 0.2049, 0.2612], [0.0201, 0.0111, -0.0386], [0.0360, -0.0163, 0.0280], [0.0613, -0.0605, 0.0934], [-0.0411, -0.3383, -0.3904], [0.0278, 0.0192, 0.0848], [0.0660, -0.0379, 0.0982], [0.0040, 0.0143, -0.0047], [0.0155, 0.0080, -0.0369], [0.0014, 0.0101, -0.0354], [-0.0972, 0.0513, 0.0163], [-0.0387, -0.0938, 0.0551], [-0.0342, 0.0413, -0.0525], [-0.0020, 0.0127, 0.0031], [0.0132, 0.0257, -0.0181], [0.0152, 0.0337, -0.0124], [0.1677, 0.0192, 0.0657]],
  "charge": 1,
  "lumo_ha": -0.1166,
  "e_tot_ha": -1716.90391,
  "gap_ev": 8.00,
  "homo_ev": -11.172
}


[2]
{
  "formula": "C21H59AgF6O15",
  "method": "ωB97M-V with the def2-TZVPD basis set",
  "elements": ["Ag", "C", "O", "O", "C", "F", "F", "F", "C", "C", "H", "H", "H", "H", "H", "H", "C", "O", "O", "C", "F", "F", "F", "C", "C", "H", "H", "H", "H", "H", "H", "C", "C", "C", "O", "H", "H", "H", "H", "H", "H", "H", "C", "O", "H", "H", "H", "H", "C", "O", "H", "H", "H", "H", "C", "O", "H", "H", "H", "H", "C", "O", "H", "H", "H", "H", "C", "O", "H", "H", "H", "H", "C", "O", "H", "H", "H", "H", "C", "O", "H", "H", "H", "H", "C", "O", "H", "H", "H", "H", "C", "O", "H", "H", "H", "H", "C", "O", "H", "H", "H", "H"],
  "positions_angstrom": [[-10.543, 28.509, 8.612], [-8.288, 31.646, 5.746], [-9.348, 32.493, 6.199], [-8.413, 30.417, 6.413], [-8.158, 31.720, 4.200], [-7.527, 30.642, 3.702], [-9.334, 31.836, 3.595], [-7.450, 32.723, 3.814], [-9.101, 33.938, 6.098], [-10.453, 34.633, 6.417], [-11.246, 34.297, 5.749], [-10.853, 34.388, 7.401], [-10.332, 35.714, 6.346], [-8.860, 34.272, 5.089], [-8.218, 34.196, 6.683], [-7.369, 32.066, 6.155], [-10.831, 27.806, 12.542], [-11.906, 27.475, 11.648], [-9.897, 28.359, 11.670], [-11.291, 28.664, 13.765], [-12.074, 27.985, 14.571], [-10.345, 29.136, 14.549], [-11.984, 29.676, 13.432], [-12.945, 26.544, 12.122], [-13.624, 26.061, 10.881], [-14.202, 26.844, 10.391], [-12.890, 25.635, 10.197], [-14.355, 25.280, 11.089], [-13.658, 27.183, 12.644], [-12.597, 25.672, 12.675], [-10.512, 26.818, 12.872], [-14.045, 27.708, 3.684], [-13.107, 28.542, 4.629], [-13.532, 30.008, 4.697], [-12.880, 27.999, 5.903], [-14.181, 28.307, 2.784], [-15.028, 27.560, 4.130], [-13.659, 26.707, 3.491], [-12.155, 28.654, 4.111], [-14.395, 30.101, 5.356], [-13.771, 30.446, 3.728], [-12.751, 30.645, 5.111], [-13.393, 22.879, 6.114], [-12.334, 23.753, 6.336], [-12.965, 21.884, 6.231], [-14.125, 23.060, 6.901], [-13.693, 22.912, 5.066], [-12.637, 24.650, 6.175], [-11.335, 29.379, -0.476], [-11.767, 29.084, -1.753], [-11.697, 28.674, 0.273], [-10.249, 29.322, -0.411], [-11.677, 30.283, 0.028], [-11.533, 28.158, -1.851], [-12.811, 35.003, 1.693], [-13.738, 35.833, 1.009], [-12.533, 34.144, 1.082], [-11.931, 35.471, 2.134], [-13.324, 34.639, 2.582], [-14.320, 35.248, 0.519], [-15.960, 26.781, -1.435], [-17.195, 26.294, -1.951], [-15.504, 26.126, -0.691], [-15.302, 26.957, -2.286], [-16.114, 27.704, -0.877], [-17.267, 26.483, -2.890], [-13.874, 31.139, 9.552], [-12.518, 30.976, 9.529], [-14.373, 30.171, 9.499], [-14.128, 31.563, 10.523], [-14.322, 31.716, 8.743], [-12.134, 31.817, 9.788], [-8.476, 25.707, 3.240], [-7.496, 24.952, 2.518], [-8.045, 26.265, 4.072], [-8.775, 26.524, 2.584], [-9.346, 25.122, 3.539], [-6.733, 24.818, 3.086], [-16.389, 31.955, 0.555], [-16.023, 32.984, -0.323], [-17.315, 31.503, 0.199], [-15.539, 31.273, 0.554], [-16.558, 32.405, 1.533], [-15.778, 32.636, -1.184], [-17.716, 26.379, 7.119], [-17.288, 27.648, 7.535], [-18.693, 26.107, 7.517], [-17.825, 26.270, 6.039], [-17.017, 25.592, 7.403], [-16.337, 27.660, 7.400], [-19.462, 30.509, 5.077], [-20.239, 31.398, 4.314], [-20.051, 29.592, 5.099], [-18.546, 30.292, 4.525], [-19.151, 30.948, 6.024], [-20.760, 30.822, 3.751], [-16.367, 22.629, 1.096], [-17.333, 22.658, 0.123], [-16.591, 23.469, 1.754], [-16.317, 21.659, 1.592], [-15.402, 22.840, 0.637], [-17.396, 23.536, -0.260]],
  "forces_ev_per_angstrom": [[-0.6189, 0.0660, 0.8640], [-1.6102, 0.0565, 2.1938], [0.7756, 0.5831, -0.8195], [0.3853, 1.5368, -1.8461], [-0.9143, -2.4874, 0.0337], [-0.2027, -0.5164, 0.2686], [-0.5397, -0.2829, 0.1009], [1.5201, 2.4702, -0.1388], [-1.3865, -0.5761, -0.3851], [0.6590, -0.4415, 0.5256], [0.3487, 0.0353, -0.3959], [0.3992, 0.0271, 0.2158], [-0.0589, -0.0104, -0.0486], [0.0611, -0.4716, -0.3301], [-0.2739, 0.1402, 0.6134], [0.7518, -0.1614, 0.0617], [2.1737, 0.1343, -3.4599], [-1.8614, -1.0093, 0.9319], [-0.9360, 0.0850, 1.7512], [1.1365, -1.3635, -1.2477], [-1.4129, -2.2358, 1.4636], [2.1862, 0.1373, 0.6345], [-2.0952, 3.3422, -1.8913], [0.2845, 1.7951, -1.0701], [-0.5119, -0.4633, -0.6309], [0.3250, 0.1670, -0.1445], [-0.0317, 0.1073, -0.1541], [0.0003, -0.1833, 0.2399], [-0.0353, -0.5110, 0.7657], [0.4354, 0.3714, 0.4391], [0.3571, -0.2341, 1.0189], [0.2601, 0.7065, 0.9692], [0.6097, -0.4477, 1.2408], [-0.6402, 0.2396, 0.3036], [-0.4273, 0.1298, -0.9016], [0.0068, -0.3120, -0.4076], [-0.1529, 0.1519, 0.2361], [0.2746, 0.1246, -0.1801], [0.6595, -0.5222, -0.6752], [-0.2423, 0.0917, 0.0369], [-0.1870, -0.0632, -0.3134], [0.2112, -0.2318, 0.2085], [0.6794, -0.6175, 0.1352], [1.0154, 0.6882, 0.0064], [-0.1966, -0.1823, 0.2609], [-0.7228, -0.2973, -0.5260], [-0.8236, 0.2338, 0.1026], [0.0645, 0.3604, 0.0048], [0.8009, -0.3847, 2.4799], [-0.6578, 0.0842, -0.8473], [-0.1006, -0.6462, -0.0743], [0.2110, 0.3382, 0.0567], [-0.1164, 0.6377, -1.1556], [-0.1616, -0.0336, -0.4224], [-0.9200, -0.8553, 0.8210], [0.7284, 0.5891, -0.1734], [0.2883, 0.0366, 0.0273], [-0.0110, 0.7043, -0.8264], [-0.0309, -0.5105, 0.1449], [-0.1266, -0.0547, -0.0071], [-0.1242, 0.5801, -0.3565], [-0.2584, -0.4977, 0.5136], [-0.1485, -0.5497, -0.3906], [0.4501, 0.0557, 0.3842], [-0.0800, 0.3065, -0.2366], [0.1840, 0.0679, 0.1519], [-2.0556, -0.3411, 0.7377], [1.9671, -0.1380, -0.6820], [0.2444, -0.1730, 0.0210], [-0.5794, 0.2327, 0.0148], [0.3001, 0.3750, -0.1884], [0.3040, -0.1516, -0.0069], [0.3969, 0.8768, -0.5285], [-0.1191, -0.0611, 0.2998], [0.0381, -0.4586, 0.3944], [-0.4386, -0.1902, -0.2178], [0.1868, -0.0775, 0.0550], [-0.0938, -0.0736, 0.0057], [0.2651, -0.1751, -0.3122], [0.1675, 1.5914, -0.5722], [-0.0048, -0.4144, 0.2479], [-0.3882, -0.5880, 0.6112], [0.1133, -0.1746, -0.0431], [-0.0600, -0.1754, 0.1099], [-0.1166, -0.9385, -0.3856], [-0.2013, -0.0001, 0.0592], [0.0202, 0.3871, 0.3821], [0.0898, 0.3731, -0.3419], [0.0883, -0.0661, 0.2677], [0.2300, 0.2946, -0.0457], [0.5206, -0.5274, -0.7142], [-0.5864, 0.7900, -0.3195], [0.4476, -0.2934, 1.0533], [0.2751, -0.1926, 0.0824], [-0.5186, -0.2184, 0.0897], [-0.1102, 0.4244, -0.1833], [1.0695, 1.1825, 0.3759], [-1.7105, -0.8257, -1.5744], [0.3887, -0.3373, 0.8816], [-0.2906, 0.1811, 0.0335], [0.4718, -0.1704, 0.2149], [0.0639, 0.0264, 0.0279]],
  "charge": -1,
  "s2": 0.756,
  "lumo_ha": [0.0447, -0.0365],
  "e_tot_ha": -2709.84762,
  "multiplicity": 2,
  "gap_ev": [5.48, 3.14],
  "homo_ev": [-4.266, -4.134]
}